Density functional theory data (wB97M-V/def2-TZVPD) for the molecule C5H11N at a distorted geometry.

Geometry (Å):
C -0.147 0.302 -2.329
C -0.182 -0.623 -1.099
C -0.024 -0.096 0.285
C 0.699 1.210 0.474
C -0.330 -0.885 1.311
N -0.124 -0.664 2.692
H -1.085 0.382 -2.881
H 0.085 1.317 -2.057
H 0.605 -0.068 -3.026
H -1.135 -1.170 -1.212
H 0.544 -1.430 -1.276
H 0.510 1.939 -0.300
H 1.760 0.943 0.561
H 0.478 1.780 1.385
H -0.713 -1.887 1.162
H -0.187 0.239 3.141
H -0.755 -1.289 3.169

Forces on the atoms, in the same order (eV/Å):
0.1914 0.0401 0.0694
-0.8600 -1.4328 -1.4613
-0.1015 0.6393 0.5043
0.2047 -0.0752 0.7934
0.0230 0.5364 0.4549
-0.3349 -0.7103 0.1482
-0.1054 -0.3084 0.2034
0.3547 0.3839 -0.0616
0.0020 0.2732 -0.0701
0.2012 0.1351 0.5102
0.1569 0.3027 0.1081
0.2652 -0.0783 -0.4074
0.0851 0.4963 -0.3422
-0.2474 -0.5040 0.1567
-0.0892 0.0260 -0.3232
0.0871 0.2471 -0.7124
0.1671 0.0289 0.4296

E, Ha: -251.8269
SMILES: CC/C(C)=C/N
LUMO, eV: 1.05
Energy relative to the best compared isomer or geometry (same formula, charge and spin), eV: 0.970
HOMO, eV: -7.7